Molecular formula: C27H25IrN4O9S2
Method: DFT, the ωB97M-V functional and the def2-TZVPD basis

```
68
Properties=species:S:1:pos:R:3:mulliken_spin:R:1
Ir 1.03 0.06 0.00 2.243
C 1.35 -4.99 0.26 0.009
C 0.60 -3.69 -0.05 -0.007
C -0.27 -3.86 -1.30 -0.002
C 1.58 -2.55 -0.14 0.062
C 2.18 -2.05 1.03 0.017
C 3.13 -1.03 0.99 0.050
C 3.53 -0.45 -0.23 0.009
C 4.56 0.64 -0.28 -0.007
C 2.94 -0.96 -1.40 0.053
C 1.98 -1.98 -1.36 0.068
H 0.65 -5.82 0.36 0.000
H 1.92 -4.91 1.19 0.000
H 2.05 -5.22 -0.55 -0.002
H -0.06 -3.48 0.81 -0.001
H 0.32 -4.26 -2.13 -0.001
H -0.71 -2.91 -1.62 -0.003
H -1.07 -4.56 -1.10 0.000
H 1.90 -2.48 1.99 0.021
H 3.57 -0.67 1.91 0.005
H 4.08 1.62 -0.21 0.001
H 5.12 0.60 -1.21 0.000
H 5.26 0.55 0.55 -0.001
H 3.24 -0.55 -2.36 0.023
H 1.56 -2.34 -2.29 0.003
O -0.62 3.36 1.25 0.065
C 0.04 2.42 1.63 0.041
O 1.11 1.94 1.10 0.147
C -0.36 1.69 2.88 0.097
C -0.70 2.36 4.05 -0.071
C -1.08 1.63 5.16 0.181
C -1.18 0.22 5.19 -0.013
C -0.87 -0.43 4.05 0.111
C -0.42 0.24 2.86 0.173
O -0.13 -0.45 1.85 0.505
N -0.98 -1.88 3.93 -0.008
O 0.03 -2.52 4.06 0.007
O -2.07 -2.32 3.63 0.006
N -1.42 2.36 6.40 -0.018
O -1.70 1.68 7.36 0.028
O -1.40 3.56 6.36 0.013
H -0.70 3.44 4.08 0.004
H -1.51 -0.28 6.08 0.000
O -2.16 2.39 -4.15 0.006
C -0.95 2.95 -4.29 0.043
C -0.82 3.88 -5.32 -0.012
C 0.38 4.51 -5.54 0.020
C 1.50 4.25 -4.74 0.007
C 1.38 3.34 -3.73 0.004
C 0.17 2.67 -3.47 0.017
C 0.16 1.72 -2.37 -0.040
O 1.19 1.43 -1.74 0.177
N -1.07 1.14 -2.06 0.486
N -1.03 0.25 -1.10 0.173
C -2.23 -0.23 -0.76 0.076
S -3.68 0.45 -1.39 0.090
C -4.72 -0.94 -0.85 -0.002
C -4.16 -1.46 0.46 0.000
S -2.36 -1.56 0.29 0.129
H -2.14 1.78 -3.38 0.001
H -1.69 4.07 -5.93 0.000
H 0.45 5.23 -6.35 0.000
H 2.43 4.77 -4.92 0.000
H 2.22 3.13 -3.08 -0.001
H -4.71 -1.70 -1.62 0.004
H -5.73 -0.56 -0.73 0.001
H -4.52 -2.45 0.71 0.001
H -4.38 -0.78 1.29 0.006
```

Results
<S²>	8.806
HOMO (spin up / spin down)	-10.88 / -11.14	eV
electronic energy	-77286.69037	eV
strongest force on any atom	0.6	eV/Å
net charge	+1
Kohn-Sham gap (spin up / spin down)	7.623 / 4.891	eV
spin multiplicity	6

Molecular formula: C27H25MnN11O2Si
Method: DFT, the ωB97M-V functional and the def2-TZVPD basis

```
67
Properties=species:S:1:pos:R:3:mulliken_spin:R:1
Mn 0.74 -0.76 0.26 3.330
C 2.99 -3.23 0.08 0.007
O 1.63 -2.75 -0.03 0.055
C 0.63 -3.69 0.03 -0.010
C 0.85 -5.05 0.16 -0.011
C -0.24 -5.90 0.22 0.007
C -1.53 -5.40 0.17 -0.006
C -1.74 -4.04 0.05 -0.008
C -0.66 -3.18 -0.03 0.031
N -0.80 -1.75 -0.13 0.009
N -2.01 -1.42 -0.40 -0.364
C -2.43 -0.11 -0.32 0.018
C -1.68 1.05 -0.26 -0.096
O -0.30 1.05 -0.44 0.040
C -2.33 2.29 -0.04 0.044
C -3.68 2.38 0.06 -0.074
C -4.50 1.24 -0.08 0.015
C -5.91 1.33 -0.02 -0.021
C -6.69 0.21 -0.14 0.018
C -6.07 -1.04 -0.34 -0.021
C -4.71 -1.15 -0.40 0.014
C -3.88 -0.01 -0.27 -0.003
H 3.16 -3.98 -0.69 0.002
H 3.14 -3.66 1.07 -0.001
H 3.63 -2.38 -0.08 -0.004
H 1.85 -5.45 0.22 0.000
H -0.08 -6.97 0.33 0.000
H -2.38 -6.07 0.23 0.000
H -2.74 -3.63 0.03 0.005
H -1.76 3.19 0.08 -0.008
H -4.14 3.35 0.24 -0.003
H -6.36 2.30 0.14 -0.001
H -7.76 0.28 -0.09 0.001
H -6.68 -1.92 -0.45 -0.001
H -4.25 -2.11 -0.56 -0.001
N 2.39 0.31 3.06 0.013
C 1.04 0.03 3.16 0.021
N 0.33 0.22 4.25 0.001
N -0.92 -0.17 3.90 0.011
N -0.96 -0.56 2.69 0.003
N 0.30 -0.46 2.16 0.003
C 3.09 0.16 1.90 0.021
N 4.40 0.23 1.78 -0.001
N 4.63 0.01 0.46 0.015
N 3.54 -0.18 -0.17 0.000
N 2.51 -0.09 0.72 -0.084
H 2.89 0.53 3.91 0.000
C 0.63 3.38 0.98 -0.004
Si 0.56 2.57 -0.69 0.034
C -0.30 3.46 -2.08 0.002
C 2.29 2.32 -1.32 0.014
C 2.53 1.94 -2.64 -0.012
C 3.81 1.97 -3.18 -0.001
C 4.87 2.40 -2.40 0.000
C 4.65 2.78 -1.08 -0.001
C 3.38 2.74 -0.55 0.006
H 1.10 4.36 0.91 0.000
H 1.26 2.76 1.63 0.001
H -0.33 3.48 1.48 -0.001
H 0.16 4.45 -2.17 0.000
H -1.37 3.59 -2.02 -0.002
H -0.07 2.94 -3.01 0.000
H 1.72 1.60 -3.27 -0.001
H 3.97 1.66 -4.20 0.000
H 5.87 2.42 -2.81 0.000
H 5.48 3.10 -0.46 0.000
H 3.24 3.03 0.48 0.000
```

Results
<S²>	4.120
HOMO (spin up / spin down)	-8.27 / -7.60	eV
electronic energy	-88088.31588	eV
strongest force on any atom	0.9	eV/Å
net charge	0
Kohn-Sham gap (spin up / spin down)	7.032 / 6.364	eV
spin multiplicity	4

Molecular formula: C27H25N3O3
Method: DFT, the ωB97M-V functional and the def2-TZVPD basis

```
58
Properties=species:S:1:pos:R:3:lowdin_charge:R:1
C -1.17 -1.45 1.85 -0.039
C 0.19 -1.46 1.72 -0.039
C 0.90 -0.24 1.69 -0.213
N 2.33 -0.24 1.71 -0.364
O 2.93 0.86 1.72 -0.008
O 2.92 -1.35 1.72 -0.008
C 0.21 1.00 1.70 -0.039
C -1.15 1.01 1.82 -0.039
C -1.88 -0.21 2.17 -0.451
O -2.98 -0.20 2.78 -0.069
H -1.74 -2.37 1.84 0.093
H 0.75 -2.39 1.64 0.109
H 0.79 1.92 1.62 0.110
H -1.71 1.95 1.79 0.093
C -1.97 0.30 6.32 0.019
C -3.05 -0.65 6.06 -0.154
N -2.94 -1.96 6.41 -0.011
C -1.79 -2.52 7.11 0.016
C -4.11 -2.66 6.10 -0.146
C -5.03 -1.72 5.57 -0.087
C -6.34 -2.13 5.38 -0.007
C -6.66 -3.49 5.56 -0.063
C -5.71 -4.41 6.02 -0.071
C -4.41 -3.99 6.34 -0.003
C -4.34 -0.43 5.50 -0.091
C -4.82 0.80 5.05 0.097
C -6.03 1.03 4.37 -0.097
C -6.98 2.04 4.66 -0.188
C -6.94 3.07 5.72 -0.004
N -8.08 1.86 3.89 -0.042
C -9.30 2.63 4.01 0.003
C -7.89 0.78 3.02 -0.157
C -6.60 0.26 3.28 -0.126
C -6.15 -0.83 2.54 -0.012
C -7.04 -1.43 1.64 -0.062
C -8.34 -0.94 1.45 -0.077
C -8.79 0.20 2.13 -0.016
H -2.29 1.27 5.94 0.084
H -1.74 0.40 7.39 0.105
H -1.04 0.02 5.80 0.115
H -1.99 -3.58 7.29 0.083
H -0.88 -2.42 6.51 0.111
H -1.64 -2.02 8.07 0.106
H -7.10 -1.40 5.11 0.114
H -7.67 -3.83 5.33 0.106
H -5.98 -5.45 6.15 0.106
H -3.65 -4.66 6.75 0.104
H -4.21 1.67 5.28 0.129
H -5.97 3.00 6.21 0.082
H -7.06 4.09 5.33 0.100
H -7.73 2.91 6.47 0.099
H -10.02 2.24 3.29 0.081
H -9.72 2.54 5.02 0.101
H -9.11 3.69 3.81 0.102
H -5.12 -1.16 2.66 0.104
H -6.71 -2.30 1.07 0.106
H -9.01 -1.45 0.75 0.102
H -9.78 0.63 2.00 0.101
```

Results
HOMO	-6.25	eV
electronic energy	-39013.69853	eV
strongest force on any atom	1.6	eV/Å
net charge	0
Kohn-Sham gap	4.537	eV
spin multiplicity	1

Molecular formula: C27H25N7O2S3
Method: DFT, the ωB97M-V functional and the def2-TZVPD basis

```
64
Properties=species:S:1:pos:R:3:lowdin_charge:R:1
C -1.56 -4.44 -1.61 -0.046
C -2.22 -3.27 -0.95 -0.275
C -2.35 -3.23 0.43 -0.004
C -2.92 -2.15 1.08 -0.192
C -3.11 -2.19 2.57 -0.032
C -3.34 -1.06 0.32 -0.154
N -3.87 0.10 0.93 0.133
C -3.23 0.84 1.86 -0.566
O -2.19 0.55 2.40 0.026
C -3.93 2.16 2.16 -0.353
S -3.96 3.18 0.64 0.927
C -2.29 3.00 0.18 -0.904
N -1.94 2.67 -1.01 0.042
C -0.59 2.57 -1.14 -0.322
C 0.11 2.21 -2.29 -0.007
C 1.47 2.11 -2.23 -0.028
C 2.18 2.36 -1.05 -0.216
N 3.57 2.20 -1.09 0.122
C 4.46 2.23 -0.06 -0.546
O 4.20 2.50 1.09 0.086
C 5.85 1.82 -0.49 -0.334
S 5.78 0.03 -0.89 0.972
C 5.42 -0.51 0.73 -0.624
N 6.29 -0.64 1.70 0.035
N 5.61 -1.00 2.77 -0.031
N 4.37 -1.09 2.52 0.064
N 4.18 -0.79 1.24 -0.042
C 2.90 -0.76 0.66 -0.213
C 1.83 -0.38 1.47 0.001
C 0.56 -0.35 0.94 -0.049
C 0.36 -0.67 -0.40 -0.065
C 1.42 -1.05 -1.19 -0.071
C 2.70 -1.10 -0.67 -0.042
C 1.51 2.74 0.11 -0.016
C 0.13 2.84 0.05 -0.451
S -0.96 3.25 1.33 1.091
C -3.26 -1.10 -1.08 -0.211
C -3.77 0.05 -1.91 -0.031
C -2.70 -2.21 -1.69 -0.024
H -1.88 -5.38 -1.16 0.079
H -1.78 -4.47 -2.67 0.074
H -0.47 -4.37 -1.49 0.082
H -2.01 -4.07 1.02 0.121
H -2.35 -1.58 3.06 0.075
H -3.03 -3.21 2.93 0.080
H -4.08 -1.78 2.84 0.087
H -4.63 0.55 0.43 0.121
H -4.97 2.03 2.44 0.086
H -3.39 2.70 2.94 0.079
H -0.44 2.01 -3.20 0.118
H 2.02 1.82 -3.12 0.115
H 3.93 1.90 -1.99 0.133
H 6.18 2.32 -1.40 0.084
H 6.57 1.97 0.31 0.092
H 2.02 -0.13 2.50 0.117
H -0.28 -0.07 1.56 0.086
H -0.64 -0.64 -0.81 0.095
H 1.26 -1.31 -2.22 0.110
H 3.53 -1.42 -1.28 0.081
H 2.05 2.93 1.02 0.110
H -3.25 0.97 -1.67 0.047
H -4.83 0.21 -1.75 0.085
H -3.62 -0.16 -2.97 0.080
H -2.63 -2.24 -2.77 0.115
```

Results
HOMO	-8.41	eV
electronic energy	-75437.36149	eV
strongest force on any atom	1.7	eV/Å
structure (SMILES)	Cc1cc(C)c(NC(=O)CSc2nc3ccc(NC(=O)CSc4nnnn4-c4ccccc4)cc3s2)c(C)c1
net charge	0
Kohn-Sham gap	8.510	eV
spin multiplicity	1

Molecular formula: C27H25NO11P3SW
Method: DFT, the ωB97M-V functional and the def2-TZVPD basis

```
69
Properties=species:S:1:pos:R:3:lowdin_charge:R:1
W 0.17 -0.79 0.05 1.738
C -0.90 1.39 3.26 -0.074
C -1.31 0.12 3.00 -0.080
C -1.73 -0.25 1.70 -0.173
C -1.77 0.71 0.68 -0.452
C -1.31 2.03 0.98 -0.118
C -0.92 2.36 2.24 -0.065
P -2.38 0.42 -1.04 1.102
C -4.01 1.28 -1.04 -0.357
C -4.58 1.90 0.07 -0.080
C -5.77 2.60 -0.04 -0.091
C -6.42 2.69 -1.26 -0.105
C -5.86 2.08 -2.38 -0.097
C -4.66 1.39 -2.27 -0.116
C -2.79 -1.32 -0.79 -0.411
C -4.01 -1.94 -1.02 -0.090
C -4.13 -3.30 -0.76 -0.107
C -3.04 -4.00 -0.27 -0.094
C -1.83 -3.36 -0.03 -0.098
C -1.67 -2.01 -0.30 -0.286
H -0.55 1.65 4.25 0.111
H -1.30 -0.63 3.78 0.115
H -2.39 -1.11 1.62 0.110
H -1.32 2.77 0.19 0.118
H -0.60 3.38 2.45 0.110
H -4.09 1.84 1.04 0.100
H -6.20 3.08 0.83 0.098
H -7.35 3.24 -1.35 0.095
H -6.36 2.14 -3.34 0.097
H -4.22 0.94 -3.15 0.102
H -4.85 -1.37 -1.39 0.094
H -5.08 -3.80 -0.94 0.091
H -3.13 -5.06 -0.06 0.094
H -1.00 -3.94 0.35 0.086
O 2.52 -2.19 -2.83 -0.048
P 1.73 -1.07 -2.10 0.287
O 0.19 -1.15 -2.11 -0.371
O 2.15 -0.89 -0.63 -0.349
O 2.07 0.29 -2.84 -0.216
P 1.12 1.58 -2.33 0.256
O -0.05 1.55 -3.41 -0.131
O 1.89 2.82 -2.42 -0.262
O 0.54 1.15 -0.98 -0.437
H 2.73 -2.91 -2.18 0.085
H -0.56 0.73 -3.28 0.036
C 7.11 1.96 -0.40 -0.059
C 5.87 1.43 0.28 -0.275
C 4.63 2.03 0.08 -0.021
C 3.49 1.54 0.69 -0.049
C 3.59 0.43 1.52 -0.294
C 4.81 -0.19 1.72 -0.071
C 5.95 0.32 1.12 -0.051
S 2.13 -0.47 2.07 0.793
O 1.06 0.44 1.38 -0.543
O 2.16 -0.33 3.52 -0.348
N 0.90 -1.80 1.67 -0.241
C 1.56 -3.10 1.54 -0.184
C 1.76 -3.38 0.07 -0.631
O 2.74 -3.92 -0.44 0.044
O 0.76 -2.93 -0.60 -0.187
H 6.85 2.71 -1.15 0.072
H 7.65 1.16 -0.90 0.076
H 7.79 2.42 0.31 0.076
H 4.54 2.87 -0.60 0.115
H 2.53 1.99 0.49 0.103
H 4.88 -1.08 2.34 0.111
H 6.91 -0.16 1.28 0.109
H 0.87 -3.86 1.93 0.122
H 2.49 -3.15 2.11 0.114
```

Results
HOMO (spin up / spin down)	-4.04 / -4.58	eV
electronic energy	-92952.81891	eV
strongest force on any atom	3.0	eV/Å
net charge	-1
Kohn-Sham gap (spin up / spin down)	5.588 / 6.645	eV
spin multiplicity	1

Molecular formula: C27H26AsO15P3RuS
Method: DFT, the ωB97M-V functional and the def2-TZVPD basis

```
74
Properties=species:S:1:pos:R:3:mulliken_spin:R:1
Ru -0.41 0.05 0.12 2.796
C -3.27 4.05 0.35 0.001
C -2.03 3.65 1.12 0.004
O -1.92 4.57 2.19 0.001
P -0.45 3.58 0.13 0.006
O 0.32 4.83 0.76 0.004
O -0.62 4.09 -1.35 0.001
O 0.28 2.32 0.41 0.040
P -2.19 2.00 1.97 0.041
O -3.55 2.10 2.80 -0.001
O -1.04 2.15 3.02 -0.006
O -2.18 0.65 1.29 0.038
H -3.10 5.05 -0.07 0.000
H -4.10 4.11 1.05 0.000
H -3.49 3.36 -0.45 0.000
H -1.04 4.52 2.59 0.001
H 1.18 4.97 0.34 -0.001
H -1.07 3.53 -2.00 0.000
H -4.21 1.47 2.48 0.002
O 0.00 -4.65 -0.16 -0.002
C -0.03 -3.79 0.70 -0.014
O -0.76 -2.71 0.65 0.000
C 0.79 -3.83 1.94 0.009
C 1.51 -4.94 2.36 0.000
C 2.20 -4.87 3.56 -0.003
C 2.17 -3.70 4.31 0.003
C 1.47 -2.58 3.88 0.006
C 0.77 -2.65 2.67 -0.046
P -0.38 -1.39 2.00 0.062
C 0.24 0.05 3.03 0.354
C 1.59 0.33 2.90 -0.178
C 2.24 1.22 3.74 0.377
C 1.54 1.83 4.82 -0.068
C 0.20 1.68 4.94 0.279
C -0.58 1.00 3.86 0.065
C -1.98 -1.77 2.77 -0.072
C -3.12 -2.00 2.00 0.037
C -4.33 -2.26 2.62 0.007
C -4.41 -2.31 4.01 -0.001
C -3.28 -2.11 4.78 0.017
C -2.06 -1.84 4.16 0.026
H 1.50 -5.83 1.75 0.000
H 2.76 -5.72 3.91 0.000
H 2.71 -3.65 5.25 0.000
H 1.47 -1.68 4.47 0.012
H 2.18 -0.23 2.18 -0.001
H 3.30 1.39 3.63 -0.001
H 2.08 2.41 5.55 0.000
H -0.36 2.17 5.73 0.002
H -1.48 0.53 4.25 -0.022
H -3.05 -1.97 0.92 -0.020
H -5.21 -2.43 2.02 0.000
H -5.36 -2.51 4.49 0.000
H -3.33 -2.17 5.86 0.000
H -1.17 -1.72 4.76 -0.030
O 1.17 -3.17 -2.24 0.005
As 0.70 -1.49 -2.31 0.007
O 1.48 -0.86 -3.57 0.013
O 1.05 -0.96 -0.66 0.153
C -1.27 -1.63 -2.39 0.017
C -1.80 -2.91 -2.46 0.020
C -3.17 -3.11 -2.46 0.004
C -4.04 -2.02 -2.40 0.000
C -3.53 -0.74 -2.35 0.008
C -2.15 -0.55 -2.35 0.010
S -1.57 1.12 -2.33 -0.016
O -1.92 1.80 -3.54 0.001
O -2.20 1.74 -1.14 0.032
O -0.12 1.00 -2.08 0.019
H 0.78 -3.68 -1.50 -0.002
H -1.14 -3.77 -2.49 0.001
H -3.57 -4.11 -2.51 0.000
H -5.11 -2.18 -2.39 0.000
H -4.18 0.12 -2.32 0.001
```

Results
<S²>	6.091
HOMO (spin up / spin down)	-8.36 / -8.89	eV
electronic energy	-161258.81605	eV
strongest force on any atom	1.0	eV/Å
net charge	0
Kohn-Sham gap (spin up / spin down)	7.430 / 6.833	eV
spin multiplicity	5

Molecular formula: C27H26Cl2IN6ReS
Method: DFT, the ωB97M-V functional and the def2-TZVPD basis

```
64
Properties=species:S:1:pos:R:3:mulliken_spin:R:1
Re -0.21 -0.18 0.92 2.684
C 3.43 0.68 3.19 -0.035
C 4.33 -0.18 2.57 0.084
C 3.95 -0.92 1.47 -0.007
C 2.64 -0.85 1.00 0.059
C 1.71 -0.03 1.66 -0.133
C 2.12 0.75 2.74 0.030
C 2.15 -1.55 -0.19 0.027
C 2.98 -2.28 -1.04 0.022
C 2.46 -2.90 -2.13 0.021
C 1.08 -2.84 -2.39 -0.006
C 0.50 -3.51 -3.50 0.012
C -0.85 -3.49 -3.69 -0.001
C -1.67 -2.80 -2.78 0.013
C -1.13 -2.13 -1.71 -0.018
C 0.26 -2.11 -1.51 -0.009
N 0.83 -1.42 -0.44 0.015
H 3.75 1.28 4.04 0.001
H 5.35 -0.24 2.93 0.000
H 4.67 -1.56 0.98 0.004
H 1.45 1.45 3.21 0.013
H 4.04 -2.34 -0.82 0.003
H 3.11 -3.47 -2.80 -0.002
H 1.15 -4.05 -4.17 0.000
H -1.29 -4.01 -4.54 0.000
H -2.74 -2.81 -2.92 0.000
H -1.78 -1.64 -1.00 0.061
Cl -1.25 1.18 2.71 0.014
C -0.91 0.95 4.50 0.006
Cl -0.22 -0.60 4.88 0.002
H -1.88 1.05 4.97 -0.001
H -0.24 1.75 4.79 0.000
I -6.01 -1.82 1.87 0.000
C -4.69 -0.80 0.63 -0.005
C -5.08 -0.31 -0.61 0.005
C -4.15 0.37 -1.38 -0.003
C -2.86 0.52 -0.92 0.016
N -2.47 0.04 0.28 0.047
C -3.39 -0.59 1.04 0.018
H -6.10 -0.45 -0.96 0.000
H -4.43 0.78 -2.35 0.000
H -2.11 1.01 -1.53 0.005
H -3.07 -0.92 2.02 0.003
N 0.46 -2.94 2.08 0.016
N -0.69 -2.08 1.94 0.022
H 0.16 -3.84 2.45 -0.001
H 1.09 -2.52 2.76 0.001
H -1.14 -1.93 2.84 0.005
H -1.35 -2.59 1.36 0.008
N 0.12 5.85 -2.96 -0.006
C 1.09 5.24 -2.27 -0.004
S 2.60 5.82 -2.04 0.032
C 0.74 3.97 -1.58 0.019
C -0.45 3.81 -0.88 -0.011
C -0.69 2.64 -0.20 0.021
N 0.19 1.61 -0.18 -0.055
C 1.36 1.77 -0.87 0.017
C 1.65 2.91 -1.56 0.004
H 0.31 6.74 -3.40 0.000
H -0.78 5.43 -3.13 0.000
H -1.18 4.61 -0.81 0.000
H -1.61 2.52 0.35 0.005
H 2.06 0.96 -0.83 -0.020
H 2.60 3.00 -2.07 0.002
```

Results
<S²>	3.789
HOMO (spin up / spin down)	-15.24 / -15.18	eV
electronic energy	-83447.01646	eV
strongest force on any atom	1.1	eV/Å
net charge	+3
Kohn-Sham gap (spin up / spin down)	6.330 / 4.433	eV
spin multiplicity	4